{
  "formula": "C2H6OSi",
  "method": "the ωB97M-V functional and the def2-TZVPD basis",
  "elements": ["C", "C", "O", "Si", "H", "H", "H", "H", "H", "H"],
  "xyz": [[1.83515, -0.06233, -0.47081], [0.02265, 0.86104, 0.41803], [2.82021, -0.07911, 0.23307], [-1.27659, -0.47191, 0.04685], [1.54763, -0.48802, -1.36934], [-0.09960, 1.83966, -0.02133], [0.19502, 0.87720, 1.62329], [-1.54031, -1.50157, 0.99897], [-0.83200, -1.08330, -1.33929], [-2.67218, 0.10834, -0.11943]],
  "forces_ev_per_angstrom": [[0.3, 2.7, 6.7], [2.0, -2.6, 1.9], [-2.7, -0.2, -2.9], [0.0, 1.4, -2.2], [-0.2, -1.0, -2.2], [0.0, 0.1, -0.1], [0.0, 0.3, -3.1], [0.4, -0.8, 0.8], [-0.5, 0.3, 1.2], [0.6, -0.1, -0.2]],
  "e_lumo_ha": 0.0107,
  "relative_energy_kj_mol": 410.8,
  "gap_ev": 9.27,
  "e_homo_ha": -0.330,
  "total_charge": 0
}